{"formula": "C3H6O2", "method": "ωB97M-V/def2-TZVPD", "e_homo_ev": -9.671, "gap_ev": 10.336, "smiles": "O=CCCO", "symbols": ["O", "C", "C", "C", "O", "H", "H", "H", "H", "H", "H"], "xyz": [[1.59, 0.17, 0.62], [0.36, 0.86, 0.58], [-0.72, 0.20, -0.31], [-0.37, -1.19, -0.82], [-1.20, -1.95, -1.27], [1.54, -0.52, 1.30], [0.60, 1.86, 0.19], [-0.04, 1.01, 1.59], [-0.90, 0.81, -1.21], [-1.69, 0.13, 0.19], [0.70, -1.46, -0.78]], "mulliken_charge": [-0.535, -0.425, -0.307, -0.033, -0.488, 0.317, 0.265, 0.261, 0.266, 0.278, 0.400]}

***

{"formula": "C3H4N2O", "method": "ωB97M-V/def2-TZVPD", "e_homo_ev": [-8.330, -8.329], "gap_ev": [8.032, 8.031], "symbols": ["O", "C", "C", "C", "N", "N", "H", "H", "H", "H"], "xyz": [[-1.31, 0.90, -0.16], [-0.83, -0.50, 0.52], [0.22, 0.50, 0.67], [1.28, 0.20, -0.24], [0.95, -0.88, -0.93], [-0.27, -1.23, -0.55], [-1.94, 1.20, 0.51], [0.26, 1.26, 1.44], [2.22, 0.70, -0.41], [-0.58, -2.15, -0.84]], "mulliken_charge": [-0.404, -0.381, 0.217, -0.440, -0.557, 0.203, 0.354, 0.335, 0.433, 0.240]}

***

{"formula": "C23H51BCl28N2O2P", "method": "ωB97M-V/def2-TZVPD", "e_homo_ev": -11.522, "gap_ev": 9.071, "charge": 1, "symbols": ["C", "C", "N", "C", "C", "O", "C", "N", "B", "C", "O", "P", "C", "C", "C", "H", "H", "H", "H", "H", "H", "H", "H", "H", "H", "H", "H", "H", "H", "H", "H", "H", "H", "H", "H", "H", "H", "H", "C", "Cl", "Cl", "H", "H", "C", "Cl", "Cl", "H", "H", "C", "Cl", "Cl", "H", "H", "C", "Cl", "Cl", "H", "H", "C", "Cl", "Cl", "H", "H", "C", "Cl", "Cl", "H", "H", "C", "Cl", "Cl", "H", "H", "C", "Cl", "Cl", "H", "H", "C", "Cl", "Cl", "H", "H", "C", "Cl", "Cl", "H", "H", "C", "Cl", "Cl", "H", "H", "C", "Cl", "Cl", "H", "H", "C", "Cl", "Cl", "H", "H", "C", "Cl", "Cl", "H", "H"], "xyz": [[-2.88, -3.70, -0.12], [-1.95, -3.32, -1.11], [-1.08, -2.09, -1.00], [-1.87, -0.91, -0.50], [-3.02, -0.40, -1.48], [-2.69, 0.99, -1.84], [-4.47, -0.30, -0.75], [-5.13, -1.62, -1.01], [0.06, -2.37, 0.01], [0.44, -3.85, 0.56], [0.90, -1.29, 0.50], [-0.40, -1.64, -2.63], [0.78, -0.15, -2.47], [0.63, -3.09, -3.34], [-0.31, -4.00, -4.30], [-3.64, -4.52, -0.30], [-2.86, -3.24, 0.93], [-1.87, -4.04, -2.00], [-1.15, -0.03, -0.35], [-2.33, -1.10, 0.54], [-3.19, -1.04, -2.40], [-2.84, 1.13, -2.80], [-4.39, -0.04, 0.36], [-5.05, 0.48, -1.36], [-6.05, -1.67, -0.55], [-5.23, -1.74, -2.04], [-0.43, -4.42, 1.01], [0.97, -4.51, -0.21], [1.20, -3.71, 1.42], [1.83, -1.49, 0.21], [0.71, 0.38, -1.47], [1.83, -0.55, -2.69], [0.55, 0.64, -3.27], [1.13, -3.70, -2.52], [1.39, -2.60, -4.05], [-1.39, -3.64, -4.12], [-0.03, -3.92, -5.40], [-0.27, -5.08, -3.91], [0.57, 1.81, 1.84], [1.68, 3.13, 2.20], [-0.36, 2.13, 0.37], [1.13, 0.89, 1.71], [-0.13, 1.70, 2.68], [-1.22, 4.39, -2.46], [-2.30, 3.91, -3.78], [0.46, 4.01, -2.84], [-1.31, 5.47, -2.31], [-1.51, 3.87, -1.56], [-1.76, 5.40, 1.85], [-0.63, 6.71, 2.21], [-2.69, 5.72, 0.38], [-1.19, 4.48, 1.72], [-2.45, 5.28, 2.69], [2.62, -2.56, 3.86], [1.16, -3.53, 4.12], [3.54, -3.15, 2.48], [2.33, -1.53, 3.68], [3.24, -2.62, 4.75], [7.29, -2.85, 2.23], [8.25, -4.01, 3.15], [7.78, -1.19, 2.59], [7.44, -3.04, 1.17], [6.24, -2.98, 2.49], [1.46, 5.60, -6.00], [0.87, 7.25, -5.78], [3.04, 5.58, -6.80], [1.56, 5.13, -5.02], [0.75, 5.05, -6.61], [5.01, -0.26, 0.39], [4.04, -0.42, 1.86], [5.05, -1.78, -0.52], [4.57, 0.52, -0.24], [6.02, 0.02, 0.66], [-2.64, -2.55, -7.11], [-4.04, -3.51, -6.61], [-2.01, -1.60, -5.76], [-1.86, -3.22, -7.47], [-2.95, -1.88, -7.91], [-1.32, 9.48, -0.80], [-2.30, 9.34, 0.66], [-1.32, 7.96, -1.72], [-1.73, 10.27, -1.43], [-0.30, 9.72, -0.52], [-8.68, -0.82, 0.76], [-7.45, -1.39, 1.89], [-9.31, -2.15, -0.23], [-9.50, -0.38, 1.32], [-8.24, -0.08, 0.10], [5.18, 0.37, 5.69], [4.14, 1.11, 4.46], [5.25, -1.39, 5.49], [6.18, 0.78, 5.59], [4.78, 0.60, 6.67], [-7.19, 2.71, -1.14], [-8.17, 2.55, 0.32], [-7.19, 1.21, -2.08], [-7.59, 3.51, -1.75], [-6.16, 2.95, -0.85], [3.53, 2.96, 8.78], [2.47, 2.42, 7.48], [5.23, 2.63, 8.41], [3.41, 4.04, 8.92], [3.27, 2.44, 9.70], [7.65, -7.89, 3.36], [6.20, -8.86, 3.63], [8.57, -8.48, 1.97], [7.36, -6.85, 3.18], [8.28, -7.94, 4.25]], "mulliken_charge": [-1.010, 0.231, 0.325, 0.044, -0.154, -0.323, -0.087, -0.395, 0.140, -0.289, 0.051, 0.480, -0.929, -0.350, -0.826, 0.285, 0.190, 0.073, -0.987, 0.765, 0.416, 0.243, 0.401, -0.323, 0.096, 0.228, 0.303, 0.267, -0.288, 0.043, 0.055, 0.450, 0.349, 0.275, 0.466, 0.223, 0.187, 0.285, 0.056, -0.166, 0.043, -0.309, 0.395, 1.079, -0.224, -0.162, -0.471, -0.219, 0.597, -0.156, -0.136, -0.614, 0.317, 0.086, -0.162, -0.214, -0.019, 0.224, 0.299, -0.174, -0.168, 0.323, -0.258, 0.084, -0.150, -0.164, -0.035, 0.268, -0.662, 0.065, -0.167, 0.413, 0.347, -0.381, -0.150, -0.034, 0.260, 0.345, -0.367, -0.138, -0.116, 0.317, 0.276, 0.463, -0.162, -0.153, 0.328, -0.479, -0.133, -0.060, -0.154, 0.310, 0.053, -0.120, -0.145, -0.163, 0.367, 0.114, -0.261, -0.121, -0.141, 0.283, 0.278, 0.044, -0.155, -0.149, 0.001, 0.266]}

***

{"formula": "C5H13N", "method": "ωB97M-V/def2-TZVPD", "e_homo_ev": -8.760, "gap_ev": 9.915, "smiles": "CCCCCN", "symbols": ["C", "C", "C", "C", "C", "N", "H", "H", "H", "H", "H", "H", "H", "H", "H", "H", "H", "H", "H"], "xyz": [[1.87, 1.44, 1.07], [0.77, 1.91, 0.10], [0.05, 0.83, -0.66], [-0.25, -0.36, 0.41], [-1.45, -1.24, -0.14], [-1.11, -2.45, -0.91], [2.27, 2.30, 1.54], [2.59, 0.90, 0.57], [1.53, 0.88, 1.94], [-0.11, 2.40, 0.79], [1.12, 2.68, -0.46], [0.61, 0.37, -1.43], [-0.86, 1.25, -1.06], [-0.36, -0.12, 1.44], [0.64, -0.99, 0.43], [-2.28, -0.88, -0.62], [-2.01, -1.66, 0.73], [-0.51, -3.02, -0.31], [-0.76, -2.48, -1.90]], "mulliken_charge": [-1.281, -0.420, -0.687, -0.541, -0.753, -0.612, 0.410, 0.339, 0.311, 0.190, 0.459, 0.349, 0.332, 0.408, 0.230, 0.543, 0.305, 0.216, 0.203]}

***

{"formula": "C6H12O", "method": "ωB97M-V/def2-TZVPD", "e_homo_ev": -8.510, "gap_ev": 9.419, "symbols": ["C", "C", "C", "C", "C", "C", "O", "H", "H", "H", "H", "H", "H", "H", "H", "H", "H", "H", "H"], "xyz": [[1.56, 1.85, -0.83], [0.21, 1.15, -0.97], [-0.01, 0.07, 0.11], [-1.42, -0.54, 0.01], [-1.70, -1.56, 1.11], [0.99, -1.03, -0.16], [1.78, -1.12, 0.90], [1.68, 2.63, -1.60], [1.65, 2.33, 0.15], [2.39, 1.15, -0.94], [-0.61, 1.88, -0.88], [0.12, 0.69, -1.96], [0.13, 0.51, 1.11], [-1.53, -1.02, -0.97], [-2.15, 0.27, 0.06], [-2.71, -1.97, 1.03], [-1.60, -1.10, 2.10], [-0.99, -2.40, 1.06], [2.43, -1.82, 0.72]], "mulliken_charge": [-1.206, -0.689, 0.908, -0.693, -1.207, -0.802, -0.271, 0.384, 0.311, 0.281, 0.371, 0.343, 0.148, 0.337, 0.368, 0.384, 0.311, 0.283, 0.439]}

***

{"formula": "C4H6O2S", "method": "ωB97M-V/def2-TZVPD", "e_homo_ev": [-7.900, -7.900], "gap_ev": [7.890, 7.891], "symbols": ["C", "C", "C", "C", "O", "O", "S", "H", "H", "H", "H", "H", "H"], "xyz": [[-0.51, 1.11, -0.11], [0.57, 1.41, 0.56], [-0.83, -0.22, -0.76], [-0.05, -1.41, -0.19], [1.86, 0.89, 0.49], [-0.29, -1.79, 1.12], [2.18, -0.35, -0.54], [-1.33, 1.85, -0.09], [0.84, 2.26, 1.12], [-1.83, -0.34, -0.66], [-0.48, -0.14, -1.83], [0.37, -2.18, -0.72], [-0.50, -1.09, 1.62]], "mulliken_charge": [-0.241, -0.212, -0.463, -0.539, -0.320, -0.459, -0.102, 0.282, 0.443, 0.443, 0.228, 0.605, 0.336]}

***

Question: Number 1 is which compound?
Answer: C3H6O2

***

Please write out number 2 again, unchanged.
{"formula": "C3H4N2O", "method": "ωB97M-V/def2-TZVPD", "e_homo_ev": [-8.330, -8.329], "gap_ev": [8.032, 8.031], "symbols": ["O", "C", "C", "C", "N", "N", "H", "H", "H", "H"], "xyz": [[-1.31, 0.90, -0.16], [-0.83, -0.50, 0.52], [0.22, 0.50, 0.67], [1.28, 0.20, -0.24], [0.95, -0.88, -0.93], [-0.27, -1.23, -0.55], [-1.94, 1.20, 0.51], [0.26, 1.26, 1.44], [2.22, 0.70, -0.41], [-0.58, -2.15, -0.84]], "mulliken_charge": [-0.404, -0.381, 0.217, -0.440, -0.557, 0.203, 0.354, 0.335, 0.433, 0.240]}

***

Question: What is the formula in the second record?
Answer: C3H4N2O